{
  "formula": "CH6NO4",
  "method": "the ωB97M-V functional and the def2-TZVPD basis",
  "e_tot_ha": -397.48793,
  "total_charge": -1,
  "relative_energy_ev": 1.2655,
  "fmax_ha_per_bohr": 0.08903,
  "homo_lumo_gap_ev": 8.48,
  "homo_ha": -0.169,
  "elements": ["N", "C", "O", "O", "H", "H", "H", "H", "O", "H", "H", "O"],
  "positions_angstrom": [[2.00862, 0.12297, 1.05048], [1.12845, -0.28183, -0.02741], [0.45493, 0.68612, -0.59727], [1.03220, -1.51565, -0.19370], [1.57831, 0.77666, 1.87164], [2.57472, -0.66715, 1.40912], [-1.99796, -1.87996, -0.06874], [-0.63569, -2.48523, -0.04140], [-1.52778, -2.75644, -0.10092], [-1.05779, 2.03112, -0.76812], [-1.65189, 3.43823, -1.53845], [-1.90612, 2.53116, -0.99524]],
  "forces_ev_per_a": [[-0.20, 1.52, 2.33], [-2.32, 1.98, 0.35], [1.56, -2.16, 1.21], [0.36, 0.37, -0.58], [1.34, -2.26, -3.10], [-1.03, 0.76, -0.12], [0.71, -1.36, -0.15], [2.30, 0.70, -0.11], [-2.94, 0.75, 0.14], [-0.85, 0.75, -0.65], [-0.55, -3.92, 2.29], [1.61, 2.89, -1.62]]
}

---

{
  "formula": "H12O6",
  "method": "the ωB97M-V functional and the def2-TZVPD basis",
  "e_tot_ha": -458.55491,
  "relative_energy_ev": 3.1990,
  "fmax_ha_per_bohr": 0.10479,
  "homo_lumo_gap_ev": 10.68,
  "homo_ha": -0.376,
  "elements": ["O", "H", "H", "O", "H", "H", "O", "H", "H", "O", "H", "H", "O", "H", "H", "O", "H", "H"],
  "positions_angstrom": [[-0.16787, -0.41958, -0.42657], [-0.75808, -0.58890, -1.13680], [0.31818, -1.22914, -0.21877], [4.27412, -0.71408, 0.12063], [4.79579, -1.53902, -0.16184], [3.31953, -0.91088, 0.00626], [-2.98046, -1.02992, -1.55428], [-3.73433, -1.54348, -1.17800], [-2.56322, -1.73143, -1.95233], [1.26479, 2.73935, -1.10511], [1.67473, 1.89292, -1.50734], [0.93346, 3.14698, -1.93464], [0.39017, -1.06191, 1.43666], [0.27279, -1.52929, 2.22012], [-0.40184, -0.48245, 1.24806], [-1.95763, 1.43264, 1.93201], [-1.73183, 2.25979, 2.19719], [-2.94829, 1.30841, 2.01475]],
  "forces_ev_per_a": [[0.12, 1.10, -2.68], [-0.86, -0.04, -1.03], [-0.30, 0.23, -0.27], [0.53, -1.79, -0.70], [-1.51, 1.85, 0.62], [0.94, -0.03, 0.12], [-2.64, 1.21, 1.83], [0.49, 1.11, -0.06], [2.10, -2.41, -1.89], [0.78, -1.72, -2.22], [-0.94, 1.83, 1.39], [0.14, -0.05, 0.88], [0.26, 0.69, 1.08], [-0.32, -1.04, 2.32], [1.20, -0.80, 0.62], [-2.71, -4.52, -1.15], [0.78, 3.85, 1.23], [1.96, 0.56, -0.08]]
}

---

{
  "formula": "C46H34F5InNO4P2S3",
  "method": "the ωB97M-V functional and the def2-TZVPD basis",
  "e_tot_ha": -4695.77066,
  "total_charge": -1,
  "relative_energy_ev": 0.7580,
  "fmax_ha_per_bohr": 0.00908,
  "homo_lumo_gap_ev": 6.84,
  "homo_ha": -0.165,
  "elements": ["In", "C", "C", "S", "C", "C", "S", "H", "H", "H", "H", "H", "H", "F", "C", "C", "F", "C", "F", "C", "S", "C", "F", "C", "F", "O", "C", "C", "C", "C", "C", "C", "P", "C", "C", "C", "C", "C", "C", "C", "C", "C", "C", "C", "C", "C", "C", "C", "C", "C", "C", "P", "C", "C", "C", "C", "C", "C", "C", "C", "C", "C", "C", "C", "H", "H", "H", "H", "H", "H", "H", "H", "H", "H", "H", "H", "H", "H", "H", "H", "H", "H", "H", "H", "H", "H", "H", "H", "H", "H", "H", "H", "O", "N", "O", "O"],
  "positions_angstrom": [[-1.39777, 0.22173, 1.22133], [-1.98685, 4.54713, 2.37347], [-1.31273, 3.24933, 1.97799], [-2.06455, 2.46857, 0.56764], [-0.25174, 2.76457, 2.64246], [0.33883, 3.45817, 3.84295], [0.60608, 1.27078, 2.23709], [-2.82336, 4.75708, 1.70947], [-1.29176, 5.38937, 2.31591], [-2.37933, 4.50445, 3.39205], [-0.20054, 4.36542, 4.10908], [1.37960, 3.72853, 3.64674], [0.33788, 2.78562, 4.70364], [2.72995, -5.33846, 2.23925], [1.75221, -4.43938, 2.41580], [1.51885, -3.45948, 1.47289], [2.26603, -3.40761, 0.36849], [0.50660, -2.53985, 1.67529], [0.36057, -1.61774, 0.69669], [-0.33002, -2.54280, 2.79221], [-1.67822, -1.46639, 3.10198], [-0.05136, -3.55153, 3.71968], [-0.79028, -3.65155, 4.83282], [0.95765, -4.47821, 3.54686], [1.17168, -5.42532, 4.47090], [1.55007, 1.24113, -3.59170], [2.83547, 1.71657, -3.57106], [3.68597, 1.85839, -4.66648], [4.97745, 2.33377, -4.48669], [5.44337, 2.66400, -3.22615], [4.59843, 2.48808, -2.14292], [3.30052, 2.01198, -2.28769], [2.22576, 1.71139, -0.79308], [2.36162, 3.40474, -0.09840], [3.30329, 3.88959, 0.80496], [3.25977, 5.21051, 1.23170], [2.27438, 6.06736, 0.76262], [1.33174, 5.59550, -0.14028], [1.37350, 4.27537, -0.56060], [3.42791, 0.64846, 0.10553], [3.88126, -0.47741, -0.59170], [4.72691, -1.39743, 0.00139], [5.13103, -1.22351, 1.31975], [4.66680, -0.13038, 2.03156], [3.81913, 0.79578, 1.43293], [0.79988, 0.76741, -4.63166], [0.97341, 1.10783, -5.97310], [0.17068, 0.53940, -6.94894], [-0.81844, -0.36710, -6.60917], [-1.01939, -0.65540, -5.27074], [-0.24407, -0.08777, -4.26322], [-0.69563, -0.45268, -2.49174], [-2.46070, 0.01217, -2.69854], [-3.55899, -0.81848, -2.89327], [-4.83432, -0.28289, -3.01682], [-5.02957, 1.08802, -2.95814], [-3.93956, 1.92716, -2.77248], [-2.66938, 1.39141, -2.63921], [-0.48805, -2.27714, -2.56564], [-1.39888, -3.25362, -2.17147], [-1.04016, -4.59750, -2.18634], [0.22906, -4.98867, -2.57804], [1.15468, -4.02124, -2.94897], [0.79847, -2.68475, -2.93684], [3.39151, 1.58616, -5.66155], [5.61849, 2.43697, -5.35351], [6.45121, 3.03194, -3.08496], [4.95702, 2.71081, -1.14544], [4.09210, 3.24625, 1.17347], [3.99984, 5.56797, 1.93762], [2.23666, 7.09417, 1.10499], [0.54620, 6.24794, -0.50187], [0.60864, 3.90129, -1.23251], [3.56442, -0.63555, -1.61672], [5.06068, -2.25987, -0.56174], [5.78669, -1.94527, 1.79024], [4.95062, 0.00453, 3.06806], [3.42638, 1.60870, 2.02812], [1.69778, 1.83856, -6.28264], [0.32896, 0.81965, -7.98293], [-1.44304, -0.81949, -7.36788], [-1.81760, -1.33068, -4.98712], [-3.43917, -1.89034, -2.94544], [-5.67880, -0.94874, -3.14216], [-6.02760, 1.49997, -3.03794], [-4.07815, 2.99832, -2.70145], [-1.82731, 2.05022, -2.45743], [-2.36976, -2.98116, -1.78766], [-1.76315, -5.33824, -1.86791], [0.50420, -6.03584, -2.57578], [2.15978, -4.30688, -3.23317], [1.53504, -1.93866, -3.21682], [-3.86918, -0.40543, 0.99739], [-3.49945, -1.32678, 0.26295], [-4.22645, -2.18397, -0.18070], [-2.23941, -1.35681, -0.04247]],
  "forces_ev_per_a": [[0.01, 0.04, 0.46], [0.02, 0.03, -0.04], [0.10, 0.01, -0.06], [-0.13, -0.03, 0.04], [0.02, 0.04, -0.08], [0.00, 0.01, -0.03], [0.07, 0.01, -0.07], [0.01, 0.00, 0.00], [-0.01, 0.00, 0.00], [0.00, 0.00, 0.01], [0.00, 0.00, 0.00], [0.03, 0.01, -0.01], [0.00, 0.00, 0.00], [-0.02, 0.02, 0.01], [0.02, -0.02, 0.00], [0.01, -0.01, 0.02], [-0.01, -0.01, 0.00], [-0.05, 0.03, 0.01], [-0.03, 0.04, 0.05], [0.06, 0.00, -0.04], [-0.03, -0.07, -0.07], [-0.01, 0.02, 0.02], [0.02, 0.00, -0.03], [0.00, -0.02, 0.01], [-0.01, 0.02, -0.01], [-0.13, 0.13, 0.06], [0.05, -0.13, -0.05], [0.05, -0.03, -0.06], [-0.02, -0.01, 0.02], [-0.03, -0.02, 0.01], [0.01, 0.02, -0.01], [0.08, 0.06, 0.17], [0.00, -0.05, -0.05], [-0.08, -0.02, 0.10], [0.13, 0.07, -0.08], [-0.02, 0.00, 0.00], [0.01, -0.01, 0.01], [-0.01, 0.00, 0.00], [-0.06, 0.00, 0.13], [0.05, -0.01, -0.06], [0.03, 0.09, 0.03], [0.02, -0.01, 0.02], [-0.01, -0.01, -0.04], [-0.02, 0.02, 0.00], [-0.07, -0.05, 0.13], [0.03, -0.16, -0.12], [-0.01, 0.10, -0.03], [0.00, 0.00, -0.01], [0.00, 0.01, 0.04], [-0.02, 0.04, -0.01], [0.04, -0.16, -0.05], [0.05, 0.09, -0.05], [-0.04, -0.07, 0.04], [0.00, 0.00, -0.10], [0.00, 0.00, 0.00], [0.01, 0.00, 0.00], [0.00, -0.01, 0.00], [-0.03, 0.00, 0.06], [0.01, -0.02, -0.08], [0.03, -0.02, 0.11], [-0.01, 0.01, 0.01], [0.02, 0.01, 0.00], [0.00, -0.01, 0.02], [-0.06, -0.01, -0.06], [-0.08, -0.09, -0.03], [0.00, 0.00, 0.00], [0.00, 0.01, 0.00], [0.01, 0.01, 0.02], [-0.04, 0.10, -0.06], [0.00, 0.01, 0.00], [0.00, 0.00, 0.00], [0.01, 0.00, 0.00], [-0.01, -0.02, 0.01], [0.00, 0.01, -0.03], [-0.01, -0.01, 0.00], [0.00, -0.01, 0.00], [0.00, 0.00, 0.00], [0.02, -0.13, -0.03], [0.03, 0.09, 0.08], [-0.01, 0.00, 0.00], [0.01, -0.02, -0.01], [0.00, -0.01, 0.00], [-0.01, 0.04, -0.02], [-0.01, 0.00, 0.00], [0.00, 0.00, 0.00], [0.00, 0.01, 0.00], [0.01, 0.01, 0.01], [0.04, -0.04, -0.01], [-0.01, 0.00, 0.00], [0.00, 0.00, 0.00], [0.00, 0.00, 0.00], [0.01, 0.02, -0.02], [-0.10, 0.05, 0.05], [0.08, 0.08, -0.03], [-0.14, -0.18, -0.06], [0.16, 0.13, -0.15]]
}

---

Please write out number 1 again, unchanged.
{
  "formula": "CH6NO4",
  "method": "the ωB97M-V functional and the def2-TZVPD basis",
  "e_tot_ha": -397.48793,
  "total_charge": -1,
  "relative_energy_ev": 1.2655,
  "fmax_ha_per_bohr": 0.08903,
  "homo_lumo_gap_ev": 8.48,
  "homo_ha": -0.169,
  "elements": ["N", "C", "O", "O", "H", "H", "H", "H", "O", "H", "H", "O"],
  "positions_angstrom": [[2.00862, 0.12297, 1.05048], [1.12845, -0.28183, -0.02741], [0.45493, 0.68612, -0.59727], [1.03220, -1.51565, -0.19370], [1.57831, 0.77666, 1.87164], [2.57472, -0.66715, 1.40912], [-1.99796, -1.87996, -0.06874], [-0.63569, -2.48523, -0.04140], [-1.52778, -2.75644, -0.10092], [-1.05779, 2.03112, -0.76812], [-1.65189, 3.43823, -1.53845], [-1.90612, 2.53116, -0.99524]],
  "forces_ev_per_a": [[-0.20, 1.52, 2.33], [-2.32, 1.98, 0.35], [1.56, -2.16, 1.21], [0.36, 0.37, -0.58], [1.34, -2.26, -3.10], [-1.03, 0.76, -0.12], [0.71, -1.36, -0.15], [2.30, 0.70, -0.11], [-2.94, 0.75, 0.14], [-0.85, 0.75, -0.65], [-0.55, -3.92, 2.29], [1.61, 2.89, -1.62]]
}